Record 1
C4H14N3 | ωB97M-V/def2-TZVPD

Each line ends with the Löwdin spin population.
Geometry (Å):
N -2.21088 0.80976 0.21173  0.00
C -1.18883 1.24481 1.23444  0.01
C -0.15970 0.13540 1.65081  0.02
N 0.20053 -0.88330 0.66240  0.18
C 1.48354 -0.87589 0.07804  0.14
C 1.58676 -0.18957 -1.44106  0.15
N 1.00337 -0.98846 -2.39335  0.39
H -1.85855 0.01109 -0.31858  0.00
H -2.38769 1.56440 -0.45925  0.00
H -3.11720 0.60972 0.63865  0.00
H -1.74378 1.49023 2.14177  0.00
H -0.72678 2.17351 0.89888  0.00
H -0.57424 -0.36509 2.51764  0.00
H 0.73946 0.69406 1.90609  0.00
H -0.25798 -1.77391 0.79185  0.01
H 2.18683 -0.35789 0.73526  0.02
H 1.76897 -1.89076 -0.16735  0.01
H 2.65490 -0.13251 -1.60501  0.00
H 1.15651 0.80690 -1.30093  0.04
H 1.44987 -1.05399 -3.30418  0.01
H -0.00510 -1.02849 -2.47784  0.01

Output
⟨S²⟩ = 0.7565
Kohn-Sham gap (alpha / beta) = 10.92 / 6.54 eV
Total charge = +2
Multiplicity = 2
HOMO energy (alpha / beta) = -18.16 / -17.90 eV



Record 2
C36H79F3O24 | ωB97M-V/def2-TZVPD

Each line ends with the Mulliken charge.
Geometry (Å):
C -4.83319 -4.02449 4.85980  -1.06
C -3.33043 -4.08692 4.85131  -0.04
O -2.75509 -2.85179 4.36779  -0.20
C -1.40913 -2.82120 4.40667  0.14
O -0.63217 -3.55269 4.92803  -0.54
C -0.90171 -1.61413 3.63162  0.95
F 0.38384 -1.37300 3.89698  -0.11
F -0.89744 -1.79975 2.35081  -0.13
F -1.63484 -0.51455 3.89697  -0.27
H -5.32610 -4.95588 5.22073  0.38
H -5.24975 -3.74917 3.88200  0.13
H -5.24731 -3.25287 5.57889  0.33
H -2.96708 -4.83324 4.21234  0.08
H -2.98189 -4.27683 5.85711  0.41
C 3.40575 -1.13527 3.95725  -0.72
O 2.73133 -0.36752 4.93620  -0.43
C 2.01279 0.62822 4.43364  0.97
O 2.06540 1.03839 3.32753  -0.40
O 1.27471 1.18516 5.39029  -0.35
C 1.40427 0.82426 6.75301  -0.80
H 3.90441 -0.52790 3.21685  0.33
H 2.78059 -1.82122 3.44557  0.22
H 4.17190 -1.73672 4.50175  0.25
H 0.88866 -0.07956 6.99055  0.26
H 0.94701 1.61901 7.28502  0.28
H 2.43342 0.85604 7.03308  0.34
C -0.20601 3.47306 2.29702  -0.55
O -0.90533 2.43180 1.63742  0.32
C -2.20816 2.54058 1.39959  0.44
O -2.91196 1.61370 1.11743  -0.42
O -2.57332 3.80804 1.43569  -0.47
C -3.82857 4.01610 0.85738  -0.46
H -0.76744 4.40730 2.50618  0.36
H 0.66342 3.72634 1.78240  0.18
H 0.03029 3.11357 3.31371  0.06
H -3.98545 3.44789 -0.05997  -0.06
H -4.08597 5.03215 0.69713  0.37
H -4.54441 3.59029 1.55155  0.30
C 4.05019 2.97064 -4.54109  0.04
O 4.32890 1.52900 -4.71488  -0.28
C 3.52223 0.87128 -5.55465  0.85
O 2.73357 1.37064 -6.29965  -0.56
O 3.67096 -0.42923 -5.31649  -0.33
C 2.75038 -1.32921 -5.98156  -0.66
H 4.53939 3.30790 -3.64128  -0.09
H 3.03021 3.23132 -4.42303  -0.14
H 4.44850 3.61325 -5.30244  0.40
H 1.71103 -1.17777 -5.72484  0.26
H 3.07089 -2.32812 -5.72659  0.23
H 2.88776 -1.21452 -7.05297  0.34
C -5.32186 -5.66896 0.63272  -0.65
O -5.80017 -4.37360 1.03825  -0.39
C -4.89326 -3.44051 1.25855  0.31
O -3.66092 -3.57808 1.22172  0.13
O -5.47953 -2.34092 1.65204  -0.48
C -4.56837 -1.23821 1.97845  -0.02
H -4.42234 -5.50207 0.04631  0.21
H -6.08788 -6.12690 0.00565  0.28
H -5.15961 -6.30878 1.49803  0.27
H -4.01664 -1.03028 1.03513  0.12
H -3.91603 -1.63269 2.71900  -0.03
H -5.21692 -0.38261 2.20127  0.22
C 0.78389 -3.39301 -2.72788  -0.44
O -0.34623 -3.65699 -1.94449  -0.25
C 0.07210 -4.18086 -0.71490  -0.40
C -1.04467 -4.86396 0.02154  0.19
O -0.42915 -5.36287 1.19378  -0.41
C -1.38257 -6.14048 1.96813  -0.28
H 0.44731 -3.31808 -3.78093  0.18
H 1.51685 -4.21783 -2.72347  0.43
H 1.22557 -2.40441 -2.45731  -0.06
H 0.36788 -3.38400 -0.05063  -0.08
H 0.94259 -4.83944 -0.91937  0.43
H -1.53238 -5.65987 -0.51598  0.48
H -1.76033 -4.03576 0.20779  -0.26
H -1.55959 -7.16148 1.53976  0.33
H -2.36759 -5.61691 2.08560  -0.17
H -0.84155 -6.24460 2.95562  0.24
C -5.61459 1.59703 -1.53179  -0.58
O -5.17721 0.40187 -2.08897  -0.23
C -6.09828 -0.61030 -1.76393  -0.33
C -5.76797 -1.88571 -2.50755  -0.78
O -4.55211 -2.47141 -2.04375  -0.15
C -3.44176 -2.28791 -2.86833  -0.16
H -6.67660 1.79200 -1.78104  0.38
H -4.93189 2.36813 -1.87304  0.15
H -5.55936 1.63354 -0.40000  0.16
H -7.10715 -0.32970 -2.09498  0.39
H -6.07327 -0.82243 -0.70045  0.21
H -5.72650 -1.62273 -3.56191  0.43
H -6.61447 -2.58100 -2.27745  0.32
H -2.57297 -2.73815 -2.40692  -0.28
H -3.22887 -1.21331 -3.00300  0.23
H -3.65522 -2.66615 -3.84269  0.36
C -0.70028 -0.39596 -0.59766  0.96
O 0.57831 0.18261 -0.82466  0.45
C 1.45353 0.00872 0.30451  -0.22
C 2.64261 0.90159 0.03841  0.10
O 3.63813 0.28922 -0.77625  -0.58
C 3.23111 -0.10342 -2.04261  -0.07
H -0.51768 -1.49076 -0.45105  -0.99
H -1.23386 -0.22551 -1.56121  0.16
H -1.21109 0.01889 0.30106  -0.16
H 1.69865 -1.03019 0.50865  0.09
H 0.96056 0.55159 1.15915  -0.04
H 3.12484 1.11926 1.00399  0.27
H 2.34912 1.85832 -0.42919  -0.28
H 4.09367 -0.31389 -2.63233  0.39
H 2.67595 0.63923 -2.62483  -0.13
H 2.63237 -0.99550 -1.95683  -0.03
C 8.11058 3.67210 1.96927  -0.79
O 7.44682 3.26234 0.82014  -0.16
C 8.16993 3.61844 -0.34145  -0.54
C 7.40243 3.01225 -1.55492  -0.66
O 6.19268 3.69515 -1.85735  -0.47
C 5.11227 3.26447 -1.02761  -0.45
H 7.49238 3.59266 2.86717  0.23
H 8.49403 4.69163 1.92292  0.31
H 9.05412 3.10359 2.10363  0.29
H 9.10571 3.02418 -0.30200  0.37
H 8.38873 4.73374 -0.32232  0.36
H 7.21610 1.94529 -1.43950  0.35
H 8.08406 3.05040 -2.38899  0.44
H 5.21187 3.71423 -0.03474  0.35
H 5.17286 2.15417 -0.89944  0.34
H 4.13927 3.54556 -1.41884  0.00
C 1.15498 5.70344 -0.86063  -0.64
O 0.93140 4.98011 -2.09588  -0.46
C 0.47529 3.64856 -1.85694  1.80
C -0.94873 3.44152 -2.41155  -0.07
O -1.15887 3.88389 -3.72556  -0.50
C -0.51449 3.14756 -4.74554  -0.54
H 1.57801 6.66466 -1.16982  0.26
H 1.84150 5.09560 -0.26614  0.22
H 0.22214 5.88955 -0.37450  0.29
H 0.51418 3.33726 -0.78455  -0.58
H 1.22428 3.00856 -2.36359  -0.73
H -1.68175 4.03081 -1.78257  -0.03
H -1.17199 2.40109 -2.34101  0.25
H -0.47877 2.04495 -4.42794  0.18
H 0.52518 3.40762 -4.84893  0.15
H -1.13149 3.36842 -5.60642  0.36

Output
Kohn-Sham gap = 9.53 eV
SMILES = CCOC(=O)C(F)(F)F.COC(=O)OC.COC(=O)OC.COC(=O)OC.COC(=O)OC.COCCOC.COCCOC.COCCOC.COCCOC.COCCOC
HOMO energy = -8.93 eV



Record 3
C3H3FeO2 | ωB97M-V/def2-TZVPD

Each line ends with the Löwdin spin population.
Geometry (Å):
C -0.46638 0.69736 0.35873  0.38
C -1.63788 0.64306 -0.26933  0.11
H -2.23258 1.55210 -0.41773  0.03
H -0.01867 1.49071 0.96198  0.04
H -2.01314 -0.28266 -0.71442  0.01
O 1.96141 -0.94901 -0.12949  0.13
C 0.91381 -1.00287 0.45464  0.11
O 0.28154 -1.70386 1.16418  0.30
Fe 3.21190 -0.44483 -1.40856  3.88

Output
⟨S²⟩ = 8.7669
Kohn-Sham gap (alpha / beta) = 5.56 / 5.04 eV
Total charge = +2
Multiplicity = 6
HOMO energy (alpha / beta) = -18.20 / -18.81 eV



Record 4
C21H15O4PZn | ωB97M-V/def2-TZVPD

Each line ends with the Mulliken charge.
Geometry (Å):
O 6.79241 -3.35459 -0.84335  -0.15
C 5.91845 -2.55304 -0.71022  0.18
Zn 3.63528 -0.70626 -0.37102  0.33
C 4.26190 0.22615 -2.05709  0.53
C 4.55993 0.00069 1.27012  0.53
O 4.53063 0.74931 -3.03387  -0.07
O 5.01223 0.39357 2.24319  -0.07
O 1.89941 -0.14323 -0.09627  0.27
P 0.36852 0.30449 0.07012  0.56
C -0.08959 0.05886 -1.62140  0.93
C -1.38869 0.31340 -2.16790  -0.01
C -1.84369 -0.14604 -3.36676  -0.86
C -1.01679 -1.04401 -4.07605  -0.42
C 0.24751 -1.40309 -3.60878  -0.98
C 0.68222 -0.86330 -2.37394  -0.16
C -0.12953 -0.76810 1.35584  0.39
C -1.39427 -0.80857 2.02739  -0.01
C -1.56510 -1.31001 3.32542  -0.75
C -0.50797 -2.00880 3.95225  -0.42
C 0.67246 -2.19646 3.23524  -0.79
C 0.82808 -1.59475 1.96901  -0.17
C -0.99209 1.74709 0.30588  0.64
C -1.51499 1.91240 1.56866  -0.91
C -2.73730 2.54097 1.72742  -0.36
C -3.42629 3.06205 0.62066  -0.68
C -2.73621 3.15180 -0.60792  -0.21
C -1.46519 2.59864 -0.72848  -1.07
H -2.13980 0.86273 -1.58915  0.23
H -2.88616 0.01498 -3.61208  0.43
H -1.40371 -1.44067 -5.03112  0.37
H 0.85900 -2.13956 -4.14488  0.41
H 1.66697 -1.22966 -2.04611  0.03
H -2.29233 -0.35254 1.57511  0.58
H -2.48586 -1.11496 3.89835  0.40
H -0.61952 -2.37692 4.97762  0.42
H 1.48545 -2.79029 3.67824  0.37
H 1.80834 -1.73326 1.50912  0.01
H -0.92041 1.59492 2.39603  0.67
H -3.13365 2.64789 2.72557  0.44
H -4.46323 3.44715 0.72334  0.43
H -3.19947 3.65098 -1.45603  0.44
H -0.87695 2.80004 -1.61214  0.52

Output
Kohn-Sham gap = 5.61 eV
Total charge = +2
HOMO energy = -14.33 eV



Number 1: molecular weight 104.2 g/mol, calculated total energy -8826.5266 eV. Number 2: molecular weight 953.0 g/mol, calculated total energy -95897.8493 eV. Number 3: molecular weight 126.9 g/mol, calculated total energy -41615.8488 eV. Number 4: molecular weight 427.7 g/mol, calculated total energy -87897.8931 eV.